1.
Formula: C22H21N3O5Ru
Source: the Open Molecules 2025 dataset
Level of theory: wB97M-V/def2-TZVPD

Computed properties:
**Total charge**: +2
**ΔE to the lowest compared entry with this formula, charge and spin**: 43.1 kJ/mol
**Kohn-Sham gap (alpha / beta)**: 6.162 / 6.161 eV

Positions of all 52 atoms, in Å:
Ru1 0.48295 -0.19622 -0.98404
O1 -0.01912 -1.91635 -0.06751
C1 -0.54235 -2.16811 1.03492
C2 -0.95324 -1.21456 1.98001
C3 -1.39830 -1.65819 3.24367
C4 -1.76235 -0.74508 4.17946
C5 -1.73986 0.63105 3.89942
C6 -1.34128 1.07325 2.66835
C7 -0.92423 0.16918 1.66727
O2 -0.54884 0.65835 0.51645
N1 -2.20953 -1.20953 5.50793
O3 -2.49973 -0.35226 6.31204
O4 -2.24356 -2.40751 5.68635
H1 -0.69529 -3.22394 1.27735
H2 -1.44343 -2.71459 3.47906
H3 -2.04815 1.32055 4.67375
H4 -1.33338 2.12739 2.42467
C8 1.95172 3.15208 -3.53830
C9 0.90580 2.27111 -2.93578
O5 1.22796 1.39605 -2.09573
N2 -0.35210 2.44818 -3.31170
C10 -1.47347 1.73183 -2.71738
C11 -1.54538 0.30150 -3.19181
C12 -2.22790 -0.06020 -4.33508
C13 -2.25850 -1.39192 -4.72613
C14 -1.60123 -2.33826 -3.95732
C15 -0.93837 -1.92128 -2.82192
N3 -0.91185 -0.62754 -2.44645
H5 2.84825 3.12702 -2.92641
H6 1.59790 4.17760 -3.63044
H7 2.21366 2.78852 -4.53408
H8 -0.54797 3.15841 -4.00030
H9 -2.38378 2.26432 -2.97841
H10 -1.36528 1.73968 -1.63188
H11 -2.73936 0.69594 -4.91565
H12 -2.78909 -1.68507 -5.62246
H13 -1.59998 -3.38469 -4.22601
H14 -0.41930 -2.62662 -2.18915
C16 2.56199 -0.59645 -0.49454
C17 2.40426 -0.38997 0.90542
C18 2.30685 0.93189 1.41711
C19 2.20058 1.14792 2.77220
C20 2.20516 0.06266 3.64534
C21 2.29125 -1.25075 3.16644
C22 2.37734 -1.48196 1.81837
H15 2.80577 -1.59857 -0.83741
H16 3.04435 0.19971 -1.05475
H17 2.33049 1.76315 0.72263
H18 2.14692 2.15616 3.15950
H19 2.16102 0.23685 4.71327
H20 2.31449 -2.07923 3.86175
H21 2.47748 -2.49152 1.43792

2.
Formula: C22H21N3O5S
Source: the Open Molecules 2025 dataset
Level of theory: wB97M-V/def2-TZVPD

Computed properties:
**SMILES**: COCCn1c(SCC(=O)Nc2ccccc2OC)nc2c(oc3ccccc32)c1=O
**ΔE to the lowest compared entry with this formula, charge and spin**: 162.3 kJ/mol
**Kohn-Sham gap**: 8.138 eV

Positions of all 52 atoms, in Å:
C1 -6.65327 -1.27858 -1.05976
H1 -6.94622 -0.23923 -0.87532
O1 -5.85323 -1.77452 -0.01030
C2 -4.78034 -0.95119 0.34821
C3 -3.64050 -0.94845 -0.69038
N1 -2.51974 -0.16084 -0.21796
C4 -1.52740 -0.71603 0.52554
N2 -0.50893 -0.07031 1.00640
C5 -0.44951 1.24961 0.72369
C6 -1.41594 1.90568 -0.02135
C7 -2.56123 1.22255 -0.54648
O2 -3.47978 1.67014 -1.19652
O3 -1.11726 3.22204 -0.18489
C8 0.06259 3.41808 0.45295
C9 0.77443 4.60531 0.53645
C10 1.97469 4.57364 1.21821
C11 2.45960 3.40013 1.80068
C12 1.75492 2.21875 1.72528
C13 0.54060 2.22854 1.04554
H2 2.12389 1.30742 2.16832
H3 3.40643 3.42516 2.31844
H4 2.55626 5.47921 1.30126
H5 0.39828 5.50704 0.08165
S1 -1.61206 -2.43592 0.85350
C14 -0.21780 -2.66220 2.00570
C15 1.11579 -2.96928 1.32010
O4 1.63991 -4.05490 1.43329
N3 1.60093 -1.91182 0.63597
C16 2.78953 -1.82165 -0.09429
C17 3.81631 -2.74771 0.00593
C18 4.98281 -2.57821 -0.72147
C19 5.13087 -1.47988 -1.54439
C20 4.10856 -0.54904 -1.66213
C21 2.93120 -0.71259 -0.95201
O5 1.85017 0.13306 -1.02188
C22 1.91791 1.21981 -1.91127
H6 2.68177 1.94195 -1.60492
H7 0.94063 1.69856 -1.87563
H8 2.11428 0.88794 -2.93526
H9 4.24322 0.29888 -2.31456
H10 6.04053 -1.33708 -2.10758
H11 5.77444 -3.30616 -0.63680
H12 3.68920 -3.60042 0.65132
H13 1.02753 -1.06704 0.62248
H14 -0.15260 -1.75728 2.60789
H15 -0.49749 -3.51872 2.61847
H16 -3.98794 -0.47820 -1.61368
H17 -3.31790 -1.97177 -0.89176
H18 -5.11658 0.08529 0.50251
H19 -4.40672 -1.35446 1.29381
H20 -7.54094 -1.90754 -1.08612
H21 -6.14396 -1.33782 -2.02691

3.
Formula: C22H22BrCl4IrN4O4S
Source: the Open Molecules 2025 dataset
Level of theory: wB97M-V/def2-TZVPD

Computed properties:
**Total charge**: +1
**ΔE to the lowest compared entry with this formula, charge and spin**: 20.9 kJ/mol
**<S²>**: 0.766
**Spin multiplicity**: 2
**Kohn-Sham gap (alpha / beta)**: 7.128 / 6.498 eV

Positions of all 59 atoms, in Å:
Ir1 0.34138 1.01815 0.52884
N1 0.84624 2.70428 1.66332
C1 1.50736 2.57411 2.99116
C2 0.48555 2.73009 4.11198
N2 -0.76542 2.05215 3.81970
C3 -0.85395 0.67215 4.25757
C4 -0.05085 -0.30160 3.41110
N3 -0.44282 -0.26115 1.98244
H1 1.42714 3.27003 1.04796
H2 -0.03470 3.20323 1.79348
H3 2.26849 3.34869 3.09601
H4 2.01796 1.61555 3.01973
H5 0.26592 3.79271 4.23104
H6 0.94098 2.39190 5.05152
H7 -1.53828 2.57382 4.20616
H8 -1.90569 0.38064 4.20520
H9 -0.53613 0.54171 5.30128
H10 -0.23654 -1.30322 3.80722
H11 1.02199 -0.12127 3.47470
H12 -1.44902 -0.09966 1.91915
H13 -0.30545 -1.18107 1.56208
Cl1 -1.38632 5.16280 -4.51638
C5 -1.39732 4.20149 -3.10655
C6 -2.63471 4.00846 -2.40134
Cl2 -4.05322 4.74632 -2.99608
C7 -2.68227 3.24313 -1.26551
Cl3 -4.13286 2.97712 -0.39368
C8 -1.50552 2.62169 -0.78724
O1 -1.49758 1.88921 0.26957
C9 -0.25707 2.81539 -1.49795
O2 0.80138 2.24519 -1.04714
C10 -0.23830 3.62498 -2.65910
Cl4 1.25850 3.81880 -3.46899
Br1 -1.86253 -3.19773 0.08113
C11 -1.22275 -3.17170 -1.71107
C12 -1.19197 -4.39185 -2.36965
C13 -0.76657 -4.45106 -3.68845
C14 -0.40446 -3.28822 -4.35360
C15 -0.46631 -2.07255 -3.69171
C16 -0.85484 -1.99545 -2.35554
C17 -0.79628 -0.62636 -1.72141
O3 -1.24704 0.34097 -2.30216
O4 -0.15344 -0.63117 -0.59057
H14 -1.51374 -5.28695 -1.85523
H15 -0.74481 -5.40429 -4.19964
H16 -0.09785 -3.32536 -5.39035
H17 -0.22588 -1.14956 -4.20470
S1 2.56963 0.20609 0.68132
C18 2.36640 -1.46290 0.21491
N4 2.46407 -1.75361 -1.09998
C19 2.27462 -2.97476 -1.62887
C20 1.99416 -4.03095 -0.80474
C21 1.91491 -3.79521 0.56723
C22 2.10858 -2.52441 1.07450
H18 2.62760 -0.95975 -1.71076
H19 2.34744 -3.05250 -2.70334
H20 1.83702 -5.01306 -1.22305
H21 1.70015 -4.61532 1.23984
H22 2.06504 -2.32817 2.13463

4.
Formula: C22H22BrN3O
Source: the Open Molecules 2025 dataset
Level of theory: wB97M-V/def2-TZVPD

Computed properties:
**SMILES**: Oc1ccc(Br)cc1/C=N/N1CCN(Cc2cccc3ccccc23)CC1
**Kohn-Sham gap**: 7.803 eV

Positions of all 49 atoms, in Å:
O1 -0.47732 -3.20432 -1.57233
C1 -1.28459 -2.16005 -1.23433
C2 -2.60618 -2.36133 -0.86687
C3 -3.41555 -1.29621 -0.51036
C4 -2.87971 -0.02077 -0.53587
C5 -1.57369 0.20756 -0.90955
C6 -0.74802 -0.85941 -1.26009
C7 0.63128 -0.64983 -1.62405
N1 1.12906 0.52783 -1.55462
N2 2.34593 0.85458 -1.92657
C8 2.82688 2.13406 -1.45260
H1 2.95208 2.82032 -2.30023
C9 4.18791 1.95186 -0.73473
N3 4.35660 0.67850 -0.08101
C10 4.15011 -0.46305 -0.96011
C11 3.40852 -0.07180 -2.24801
H2 4.07991 0.43214 -2.94838
H3 3.00318 -0.95526 -2.74128
H4 3.56420 -1.22525 -0.44433
H5 5.12692 -0.89700 -1.22032
C12 3.89197 0.55724 1.29013
C13 2.39536 0.62752 1.52688
C14 1.82434 1.86990 1.66387
C15 0.44934 2.03947 1.86292
C16 -0.36427 0.94747 1.94648
C17 0.17260 -0.35047 1.84001
C18 -0.66315 -1.48112 1.94949
C19 -0.15662 -2.74454 1.85404
C20 1.21992 -2.92699 1.66755
C21 2.05675 -1.85085 1.56761
C22 1.56953 -0.52592 1.62908
H6 3.11596 -2.03176 1.46007
H7 1.62105 -3.92885 1.61209
H8 -0.80478 -3.60527 1.93505
H9 -1.72042 -1.32358 2.10891
H10 -1.42621 1.06068 2.10793
H11 0.04443 3.03648 1.95687
H12 2.45429 2.74892 1.63135
H13 4.36241 1.37714 1.84351
H14 4.30564 -0.37314 1.68443
H15 4.32567 2.74522 0.00052
H16 4.99435 2.04288 -1.47229
H17 2.06670 2.53877 -0.78444
H18 1.17720 -1.53807 -1.93862
H19 -1.15722 1.20112 -0.92995
Br1 -3.97059 1.45646 -0.01938
H20 -4.44081 -1.45996 -0.21762
H21 -3.00978 -3.36551 -0.85111
H22 -0.97080 -4.02983 -1.49408

5.
Formula: C22H22BrN4O2W
Source: the Open Molecules 2025 dataset
Level of theory: wB97M-V/def2-TZVPD

Computed properties:
**Total charge**: +1
**ΔE to the lowest compared entry with this formula, charge and spin**: 0.0 kJ/mol
**Kohn-Sham gap (alpha / beta)**: 6.470 / 6.467 eV

Positions of all 52 atoms, in Å:
W1 0.17621 0.00251 -0.06613
O1 0.04116 1.15736 -1.57771
C1 -0.48815 2.33600 -1.89514
C2 -0.23326 2.88685 -3.15217
C3 -0.78239 4.10498 -3.48789
C4 -1.59547 4.79925 -2.58501
C5 -1.85178 4.26119 -1.34977
C6 -1.30165 3.01945 -0.97080
C7 -1.59538 2.48948 0.31880
N1 -1.11008 1.39242 0.82383
C8 -1.59819 0.99695 2.14465
C9 -0.44196 0.37442 2.89484
N2 0.33564 -0.46297 1.96105
C10 1.19390 -1.26547 2.54479
C11 2.10314 -2.14072 1.89765
C12 2.95647 -2.96883 2.65750
C13 3.83433 -3.81964 2.03850
C14 3.88675 -3.87371 0.63885
C15 3.06695 -3.08114 -0.13189
C16 2.17884 -2.20894 0.49569
O2 1.37305 -1.43830 -0.22798
H1 0.38597 2.33435 -3.84613
H2 -0.58692 4.52606 -4.46482
H3 -2.02315 5.75114 -2.86562
H4 -2.48542 4.78555 -0.64508
H5 -2.29752 3.05688 0.92586
H6 -2.40602 0.27503 2.00546
H7 -1.98523 1.85907 2.68985
H8 -0.80037 -0.23468 3.72508
H9 0.21071 1.15270 3.29975
H10 1.20686 -1.27315 3.63244
H11 2.90287 -2.92369 3.73830
H12 4.48508 -4.45345 2.62406
H13 4.58004 -4.54952 0.15680
H14 3.09148 -3.11611 -1.21220
N3 1.97518 1.70464 0.40543
N4 3.15543 1.08091 -0.16770
H15 1.86883 2.65867 0.06293
H16 2.16233 1.76009 1.40162
H17 3.96367 1.66396 0.03362
H18 3.02916 1.06351 -1.17412
Br1 -5.02128 -3.87799 -2.11852
C17 -3.59467 -2.78118 -1.53891
C18 -3.25830 -2.74575 -0.19567
C19 -2.22180 -1.92328 0.21991
C20 -1.47873 -1.14461 -0.68086
C21 -1.84883 -1.22311 -2.03131
C22 -2.89745 -2.02009 -2.46279
H19 -3.80525 -3.35005 0.51515
H20 -1.97289 -1.92046 1.27636
H21 -1.31221 -0.64012 -2.77177
H22 -3.16970 -2.05647 -3.50877

6.
Formula: C22H22ClN5O14S2Ti
Source: the Open Molecules 2025 dataset
Level of theory: wB97M-V/def2-TZVPD

Computed properties:
**Total charge**: -2
**ΔE to the lowest compared entry with this formula, charge and spin**: 0.0 kJ/mol
**<S²>**: 2.039
**Spin multiplicity**: 3
**Kohn-Sham gap (alpha / beta)**: 4.961 / 8.085 eV

Positions of all 67 atoms, in Å:
Ti1 -0.22368 0.50117 -0.43488
O1 1.20118 1.87109 -0.68282
C1 2.45123 1.71121 -0.98693
C2 3.08007 0.48566 -1.24861
C3 4.43187 0.44048 -1.65997
C4 5.03425 -0.76469 -1.94962
C5 4.36138 -1.98508 -1.85894
C6 3.03304 -1.95928 -1.44483
C7 2.38661 -0.77156 -1.12255
O2 1.13186 -0.80678 -0.70242
N1 6.42804 -0.76257 -2.37645
O3 6.96516 -1.83551 -2.62152
O4 7.01520 0.30588 -2.47980
H1 3.05021 2.62047 -1.08101
H2 4.99780 1.35664 -1.75196
H3 4.86710 -2.90566 -2.10248
H4 2.46255 -2.87515 -1.35345
O5 -3.90211 1.10972 -0.95331
S1 -3.12638 2.23440 -0.49734
O6 -3.44882 3.50334 -1.12096
O7 -1.66711 1.99959 -0.53677
C8 -3.55960 2.40556 1.24201
C9 -4.86890 2.86113 1.39272
C10 -5.45313 2.98465 2.63858
C11 -4.72518 2.63779 3.76657
C12 -3.42442 2.18777 3.62934
C13 -2.81855 2.06829 2.37837
S2 -1.06364 1.62148 2.47237
O8 -0.87429 1.11107 3.80830
O9 -0.34697 2.81612 2.12213
O10 -0.88320 0.51696 1.47769
H5 -5.42386 3.11706 0.49980
H6 -6.47200 3.34250 2.72533
H7 -5.16509 2.71694 4.75342
H8 -2.84105 1.91504 4.49660
N2 -2.03797 3.02410 -4.93175
C14 -1.46116 1.84134 -4.49413
C15 -0.89182 1.78873 -3.21299
N3 -0.42433 0.65956 -2.72552
C16 -0.43411 -0.42226 -3.51799
C17 -0.92022 -0.33010 -4.80092
N4 -1.45763 0.79133 -5.29587
H9 -2.44222 3.57086 -4.18466
H10 -2.67462 2.88093 -5.70039
H11 -0.86337 2.66187 -2.57573
H12 -0.06521 -1.34479 -3.09178
H13 -0.90956 -1.19544 -5.45200
C18 1.68153 -3.19437 1.65811
C19 1.53789 -2.32528 2.91089
C20 0.05962 -2.09750 3.23198
C21 2.23653 -2.99500 4.10367
C22 2.23243 -1.03984 2.68108
N5 2.87370 -0.09483 2.55144
H14 1.20273 -4.15928 1.84107
H15 2.73314 -3.35718 1.41368
H16 1.18838 -2.73050 0.80570
H17 -0.39132 -3.06069 3.48336
H18 -0.47776 -1.68787 2.38067
H19 -0.06509 -1.40652 4.06524
H20 1.76262 -3.96063 4.29249
H21 2.14630 -2.38055 5.00056
H22 3.29554 -3.15795 3.89741
O11 -2.47394 -2.39303 0.81618
Cl1 -2.01834 -2.43787 -0.53905
O12 -0.88913 -3.31555 -0.66729
O13 -3.06370 -2.83130 -1.43243
O14 -1.59849 -1.07610 -0.94767

7.
Formula: C22H22HgN4PS2Se3Te
Source: the Open Molecules 2025 dataset
Level of theory: wB97M-V/def2-TZVPD

Computed properties:
**Total charge**: -2
**<S²>**: 0.775
**Spin multiplicity**: 2
**Kohn-Sham gap (alpha / beta)**: 4.863 / 4.610 eV

Positions of all 56 atoms, in Å:
Hg1 -1.19088 1.32040 -0.93042
N1 -1.07312 2.88254 1.59407
N2 -0.18889 3.80490 2.14424
C1 0.79592 4.39074 1.44396
N3 1.44449 5.39829 2.12801
S1 1.26840 3.98876 -0.09068
H1 -2.03414 3.24457 1.63368
H2 -1.05427 2.01604 2.12277
H3 -0.44089 4.22630 3.02877
H4 1.44950 5.36847 3.13634
H5 2.30834 5.67489 1.69671
C2 0.26913 -1.76329 -4.27450
C3 -0.01850 -2.46276 -3.10973
C4 0.35152 -1.95174 -1.87651
C5 0.99671 -0.72006 -1.79614
C6 1.28376 -0.02312 -2.96969
C7 0.92501 -0.54405 -4.20419
P1 1.47381 0.07365 -0.20809
C8 2.99375 -0.88077 0.17291
C9 3.60468 -0.61047 1.40253
C10 4.78236 -1.24101 1.76601
C11 5.38615 -2.14075 0.89672
C12 4.80460 -2.39604 -0.33602
C13 3.62001 -1.77024 -0.69877
C14 0.23167 -0.60792 0.92808
C15 0.47528 -1.55721 1.94229
C16 -0.60463 -1.89264 2.77777
C17 -1.86750 -1.43742 2.53917
C18 -2.21391 -0.66717 1.32311
C19 -1.00873 -0.04065 0.71528
H6 -0.04396 -2.16066 -5.23269
H7 -0.54588 -3.40773 -3.16331
H8 0.12424 -2.49047 -0.96416
H9 1.76977 0.94405 -2.89890
H10 1.13694 0.01238 -5.10919
H11 3.13605 0.10593 2.06786
H12 5.24245 -1.02954 2.72449
H13 6.30361 -2.64247 1.18131
H14 5.28172 -3.08924 -1.01970
H15 3.17529 -1.97503 -1.66397
H16 1.46379 -1.96103 2.11570
H17 -0.41884 -2.50223 3.65905
H18 -2.67605 -1.69746 3.21382
H19 -3.02669 0.04507 1.49521
Se1 -4.67916 4.15305 1.32075
Se2 -3.84834 4.86508 -0.71847
Te1 -4.03687 3.04720 -2.40611
Se3 -1.69136 2.44633 -3.18840
S2 -4.36931 -2.52908 0.76952
C20 -5.29895 -1.67917 -0.43912
C21 -4.47236 -0.94610 -1.24480
N4 -3.15995 -0.96599 -1.01049
C22 -2.84262 -1.67159 0.14956
H20 -6.37202 -1.76200 -0.47141
H21 -4.85025 -0.35731 -2.07303
H22 -2.07087 -2.43426 0.00880

8.
Formula: C22H22N2O2S
Source: the Open Molecules 2025 dataset
Level of theory: wB97M-V/def2-TZVPD

Computed properties:
**ΔE to the lowest compared entry with this formula, charge and spin**: 551.9 kJ/mol
**Kohn-Sham gap**: 6.021 eV

Positions of all 49 atoms, in Å:
C1 -1.39804 -2.09396 2.26341
S1 -0.50543 -0.53456 1.88905
C2 -0.67539 0.19944 3.56001
C3 1.16146 -0.98030 1.87527
C4 1.51507 -2.11097 1.13432
N1 1.82947 -3.07430 0.53494
H1 -1.07755 -2.86352 1.55619
H2 -1.16587 -2.37595 3.29684
H3 -2.47193 -1.89375 2.15675
H4 0.16250 0.87740 3.74438
H5 -1.61473 0.76025 3.51393
H6 -0.72724 -0.60440 4.30298
H7 1.68289 -0.72831 2.80685
O1 5.70028 -2.82719 -1.83661
C5 6.80017 -2.69279 -1.26741
O2 7.88800 -2.14072 -1.50879
C6 6.74680 -3.32193 0.18778
C7 8.13877 -3.65736 0.73415
C8 8.52530 -2.40059 1.43366
C9 7.39859 -1.56542 1.56637
C10 7.52702 -0.27322 2.06779
C11 8.78383 0.13371 2.52932
C12 9.89293 -0.72567 2.45639
C13 9.76937 -2.00568 1.90109
N2 6.30108 -2.16455 0.94679
C14 5.02267 -1.74828 0.90951
C15 4.49025 -0.75200 1.74075
C16 3.41329 0.04989 1.35382
C17 3.30253 1.40783 1.83663
C18 2.89069 2.43958 0.96015
C19 2.98968 3.76776 1.35233
C20 3.41004 4.08734 2.65251
C21 3.73361 3.06703 3.56200
C22 3.68598 1.73163 3.15752
H8 6.02467 -4.13850 0.21541
H9 8.06163 -4.48490 1.45369
H10 8.82967 -3.95503 -0.06297
H11 6.66668 0.38619 2.06491
H12 8.90382 1.13092 2.94935
H13 10.86684 -0.39171 2.82547
H14 10.60451 -2.70617 1.80623
H15 4.39218 -2.24789 0.16303
H16 4.96083 -0.58384 2.71481
H17 2.85506 -0.20387 0.44979
H18 2.57640 2.16843 -0.04756
H19 2.73809 4.56036 0.64778
H20 3.45968 5.13453 2.96871
H21 4.03122 3.31005 4.58443
H22 3.97527 0.93179 3.84519